# 1
Below is a gas-phase ion, C7H11N3O4P (charge -1) at a distorted geometry, with properties calculated with wB97M-V/def2-TZVPD.

Each line ends with the Mulliken charge.
CARTESIAN COORDINATES (ANGSTROEM)
C  3.5162  0.5062  0.1628  -1.03
C  2.4538  0.8692  1.2127  -0.71
N  1.1256  0.3809  0.7372  0.22
C  0.9346  -0.9229  0.9422  0.43
O  1.8010  -1.7328  1.3389  -0.71
N  -0.3265  -1.4470  0.6713  -0.38
C  -1.2501  -1.4292  1.5642  0.36
C  -2.5719  -2.0405  1.0906  0.30
O  -3.3360  -2.5228  1.8918  -0.60
O  -2.7485  -2.0634  -0.1990  -0.44
C  0.1264  1.1091  0.0301  0.31
O  -0.8614  1.5599  0.6459  -0.72
N  0.2809  1.0340  -1.2788  -0.40
P  -0.7976  1.9033  -2.2881  -0.10
C  -2.4381  0.9518  -2.0827  -0.70
H  4.4945  0.9688  0.3498  0.36
H  3.4923  -0.5744  -0.0674  0.29
H  3.1028  0.8907  -0.7874  0.31
H  2.6383  0.2881  2.0785  0.34
H  2.3599  1.8608  1.3791  0.50
H  -1.2685  -1.2285  2.6267  0.42
H  -2.0944  -1.5425  -0.6217  0.36
H  -0.5563  1.0116  -3.4776  0.00
H  -2.0851  -0.0655  -1.7135  -0.11
H  -2.8917  0.9635  -3.0074  0.48
H  -3.1003  1.2714  -1.1983  0.24

Forces on atoms 1 to 6 (eV/Å):
-1.0843 0.4451 -1.2560
-0.3706 -3.5055 -2.3570
1.3348 -0.9309 1.5005
1.7204 -1.7235 1.0546
-0.7926 1.1337 -0.2284
-2.1632 0.8884 1.0381

Multiplicity ... 1
Max |F| ... 0.0914 Eh/bohr
E_LUMO ... 3.09 eV
Total charge ... -1
DFT total energy ... -1079.974580 Eh
E_HOMO ... -0.1612 Ha



# 2
Below is a molecular structure, C25H28BN8OS2W at a distorted geometry, with properties calculated with wB97M-V/def2-TZVPD.

Each line ends with the Mulliken charge.
CARTESIAN COORDINATES (ANGSTROEM)
W  0.1138  0.2485  -0.1547  1.32
C  2.3761  -1.7534  1.3934  -1.42
N  0.2791  -0.1869  2.1020  0.40
C  -0.4849  -1.3219  2.5011  -1.18
C  -1.8694  -0.8587  2.0069  -1.04
N  -1.9319  -0.6634  0.5338  0.75
C  -1.8836  -1.9915  -0.2051  -1.21
C  -3.2223  -0.0645  -0.0210  0.62
C  -4.4421  -0.2783  0.5840  -0.61
C  -5.6141  0.3564  0.1600  -1.02
C  -5.5910  1.2674  -0.9186  -0.73
C  -4.4320  1.5515  -1.5761  -1.22
C  -3.1800  0.8160  -1.0993  0.44
S  -1.6925  1.7025  -1.3597  -0.04
C  1.0906  0.6256  2.7771  -0.06
C  1.9267  0.3433  3.8642  -0.92
C  2.3357  1.3769  4.7185  -0.53
C  1.9598  2.6843  4.5014  -0.77
C  1.1442  2.9998  3.3937  -0.22
C  0.7326  2.0170  2.5321  0.33
S  -0.4139  2.3100  1.1883  -0.55
H  2.8433  -2.3264  2.1988  0.51
H  3.2592  -1.2549  0.9489  0.32
H  2.1026  -2.5304  0.4753  0.45
H  -0.5190  -1.2336  3.6019  0.59
H  -0.3233  -2.3947  2.3014  0.18
H  -1.9990  0.1319  2.4389  0.41
H  -2.6952  -1.4845  2.3752  0.50
H  -2.7862  -2.5503  0.0650  0.48
H  -1.0123  -2.5634  0.0643  0.34
H  -1.8461  -1.8739  -1.2856  0.26
H  -4.5152  -0.9614  1.4222  0.30
H  -6.5438  0.1487  0.6710  0.39
H  -6.5152  1.7497  -1.2251  0.33
H  -4.3959  2.2480  -2.4045  0.40
H  2.2364  -0.6711  4.0826  0.33
H  2.9572  1.1370  5.5752  0.36
H  2.2805  3.4665  5.1788  0.35
H  0.8320  4.0251  3.2255  0.40
C  1.9033  -3.7610  -1.6987  -1.43
C  1.0651  -3.1534  -0.7319  -0.51
N  0.9885  -1.7799  -1.0582  0.37
N  1.7746  -1.5783  -2.1284  -0.42
C  2.3366  -2.7675  -2.5194  -0.31
B  1.9452  -0.1707  -2.8232  0.36
N  2.5726  0.8948  -1.7653  0.03
C  3.7284  1.5554  -1.8984  -0.09
C  3.9074  2.3588  -0.7881  -1.39
C  2.7806  2.1266  0.0029  0.09
N  1.9847  1.2484  -0.5943  0.19
N  0.5535  0.3310  -3.2533  -0.39
C  0.0408  0.6408  -4.4440  -0.05
C  -1.2730  1.0239  -4.3369  -1.54
C  -1.5932  0.9190  -2.9540  0.39
N  -0.3748  0.4973  -2.2501  0.76
H  2.1556  -4.8059  -1.7663  0.40
H  0.5243  -3.5955  0.0818  0.63
H  2.9954  -2.8320  -3.3693  0.42
H  2.6568  -0.2915  -3.7813  -0.20
H  4.3640  1.4280  -2.7583  0.45
H  4.7311  3.0172  -0.5767  0.40
H  2.5309  2.5587  0.9572  0.33
H  0.6329  0.5587  -5.3428  0.41
H  -1.9341  1.3163  -5.1325  0.46
H  -2.9554  1.1705  -2.2777  0.06
O  1.3972  -1.1524  0.5758  0.31

Forces on atoms 1 to 6 (eV/Å):
-1.5605 0.8325 3.1717
2.2209 -0.9287 -6.7646
-0.4801 0.4158 -1.4226
-0.8387 1.7538 1.2672
-0.9103 -0.1053 0.2995
-0.4838 -1.0822 -2.3103

Multiplicity ... 3
Max |F| ... 0.1396 Eh/bohr
E_LUMO (alpha / beta) ... 2.69 / 2.69 eV
Total charge ... -1
DFT total energy ... -2370.582478 Eh
Expectation value of S² ... 2.4470
E_HOMO (alpha / beta) ... -0.0944 / -0.1014 Ha



# 3
Below is C5H8S3 in the gas phase at a distorted geometry, with properties calculated with wB97M-V/def2-TZVPD.

Each line ends with the Mulliken charge.
CARTESIAN COORDINATES (ANGSTROEM)
C  0.4016  -0.9526  -1.3192  -1.20
C  0.6429  -0.0737  -0.0182  1.16
C  -0.6738  0.1345  0.8527  -1.11
C  -1.9385  0.5400  0.1383  0.13
S  -3.2565  -0.5743  -0.0426  -0.18
S  -2.1718  2.2258  -0.3231  -0.12
C  1.9441  -0.1373  0.7100  -1.04
S  1.7817  1.3486  -0.2995  -0.18
H  0.3561  -2.0964  -1.1491  0.29
H  -0.6150  -0.7831  -1.7299  0.31
H  1.2098  -0.8329  -2.1093  0.36
H  -0.8716  -0.8284  1.3922  0.42
H  -0.4655  0.7815  1.8219  0.39
H  -0.9359  2.4399  0.0787  0.14
H  2.5655  -1.0039  0.2076  0.27
H  2.0269  -0.1877  1.7895  0.35

Forces on atoms 1 to 6 (eV/Å):
0.3028 -1.3834 0.2565
-1.4879 -0.1121 -0.5130
1.4532 -0.2669 2.0139
-3.0058 -1.4953 0.0224
2.6007 2.0883 0.1866
0.2102 -1.4678 0.1552

Multiplicity ... 1
Max |F| ... 0.0720 Eh/bohr
E_LUMO ... -0.65 eV
DFT total energy ... -1389.805499 Eh
E_HOMO ... -0.3232 Ha



# 4
Below is 2 unconnected molecules or ions with the total composition C4H8BrClO at a distorted geometry, with properties calculated with wB97M-V/def2-TZVPD.

Each line ends with the Mulliken charge.
CARTESIAN COORDINATES (ANGSTROEM)
C  -1.3634  0.4974  0.8138  -1.36
C  -0.1600  0.0846  -1.3748  -0.68
C  0.9507  -1.2438  1.0000  -0.64
C  -0.1031  0.5115  -0.0189  0.58
O  1.0424  -0.0868  -2.0604  -0.48
Cl  0.8558  1.9473  0.1237  -0.19
Br  2.5494  -0.3460  1.6253  -0.11
H  -2.3150  1.0230  0.6047  0.34
H  -1.6973  -0.5694  0.8045  0.30
H  -1.3775  0.7640  1.8837  0.38
H  -0.5450  0.9172  -1.9908  0.37
H  -0.8736  -0.7530  -1.4516  0.35
H  0.2015  -1.5380  1.7181  0.45
H  1.2035  -1.8326  0.0902  0.36
H  1.6316  0.6245  -1.7677  0.31

Forces on atoms 1 to 6 (eV/Å):
-0.9591 -1.7201 0.8020
-1.1499 0.2473 -2.2379
3.1211 -2.4763 0.6464
-2.4254 4.2455 1.0636
1.3773 -1.2671 0.1757
0.0752 0.7510 0.1514

Multiplicity ... 3
Max |F| ... 0.0973 Eh/bohr
E_LUMO (alpha / beta) ... 0.76 / -1.92 eV
DFT total energy ... -3266.444523 Eh
Expectation value of S² ... 2.0097
E_HOMO (alpha / beta) ... -0.2339 / -0.3788 Ha



# 5
Below is a molecular structure, C29H24BrCrN3O6, with properties calculated with wB97M-V/def2-TZVPD.

Each line ends with the Mulliken charge.
CARTESIAN COORDINATES (ANGSTROEM)
Cr  -0.8074  -0.3980  0.3934  0.04
O  1.6149  -1.9059  -4.1877  -0.56
C  0.3231  -2.3684  -4.2672  0.86
C  -0.0940  -3.2512  -5.2494  -0.80
C  -1.4129  -3.6793  -5.2714  -0.51
C  -2.3115  -3.2262  -4.3181  -0.82
C  -1.8838  -2.3400  -3.3388  -0.29
C  -0.5676  -1.9092  -3.3035  -0.09
C  -0.0765  -0.9304  -2.2582  0.82
O  -1.0848  -0.5154  -1.4058  -0.17
N  0.9791  -1.5797  -1.4605  -0.41
N  1.1272  -1.0350  -0.1976  0.19
C  2.3248  -0.9610  0.2592  -0.18
C  2.7879  -0.7041  1.6083  -0.32
Br  1.7475  -1.3386  3.0621  -0.15
C  4.0041  -0.2050  1.8599  -0.64
C  4.9271  0.3386  0.8643  0.46
C  6.2974  0.1019  1.0166  -0.48
C  7.1998  0.5762  0.0835  -0.51
C  6.7528  1.3169  -1.0053  -0.43
C  5.4008  1.5872  -1.1493  -0.66
C  4.4924  1.1039  -0.2198  -0.29
H  2.1240  -2.2352  -4.9357  0.32
H  0.6110  -3.6028  -5.9948  0.30
H  -1.7344  -4.3682  -6.0409  0.40
H  -3.3408  -3.5567  -4.3398  0.41
H  -2.5737  -1.9625  -2.5966  0.38
H  0.3428  -0.0584  -2.7822  0.21
H  1.8587  -1.6543  -1.9635  0.27
H  3.1368  -1.1545  -0.4440  0.56
H  4.3451  -0.2117  2.8892  0.44
H  6.6476  -0.4694  1.8678  0.42
H  8.2561  0.3771  0.2049  0.39
H  7.4613  1.6974  -1.7287  0.39
H  5.0536  2.1897  -1.9783  0.41
H  3.4430  1.3598  -0.3058  0.56
C  -5.5034  0.8466  0.1112  -0.05
C  -4.5099  1.7135  -0.3165  -0.90
C  -3.1903  1.3352  -0.1728  -0.20
N  -2.8397  0.1677  0.3759  0.25
C  -3.7967  -0.6658  0.7967  -0.27
C  -5.1387  -0.3659  0.6763  -0.91
H  -6.5467  1.1122  0.0066  0.40
H  -4.7491  2.6689  -0.7607  0.43
H  -2.3816  1.9727  -0.5053  0.49
H  -3.4666  -1.5908  1.2515  0.53
H  -5.8801  -1.0707  1.0240  0.45
O  -1.2000  -0.7522  2.3203  -0.52
C  -0.8480  0.4490  2.5673  1.75
O  -0.3855  1.0964  1.5501  -0.92
C  -0.9610  1.0532  3.8822  0.02
C  -0.5573  2.3715  4.0636  -0.55
C  -0.6401  2.9796  5.3130  -1.08
C  -1.1363  2.2132  6.3412  1.01
O  -1.3107  2.5694  7.6303  -0.48
C  -1.8592  1.4298  8.3049  -0.25
O  -1.9809  0.3830  7.3420  -0.50
C  -1.5400  0.8916  6.1590  0.78
C  -1.4669  0.2782  4.9442  -1.00
H  -0.1718  2.9209  3.2162  0.49
H  -0.3303  4.0018  5.4758  0.46
H  -2.8429  1.6837  8.7000  0.26
H  -1.1823  1.1211  9.1011  0.26
H  -1.7738  -0.7470  4.7926  0.54

Forces on atoms 1 to 6 (eV/Å):
-0.7173 0.1575 -0.4917
0.0062 0.0021 0.0046
-0.0850 -0.0388 -0.0409
0.0798 0.0056 -0.0222
-0.0176 0.0075 0.0154
-0.0009 0.0060 0.0025

Multiplicity ... 4
Max |F| ... 0.0172 Eh/bohr
E_LUMO (alpha / beta) ... -3.14 / -3.13 eV
Total charge ... +1
DFT total energy ... -5353.527934 Eh
Expectation value of S² ... 3.7824
E_HOMO (alpha / beta) ... -0.3949 / -0.3956 Ha



# 6
Below is C4H12N4 in the gas phase at a distorted geometry, with properties calculated with wB97M-V/def2-TZVPD.

Each line ends with the Mulliken charge.
CARTESIAN COORDINATES (ANGSTROEM)
C  -0.7096  1.9164  -1.0045  -1.34
C  -0.4571  -0.2536  0.3978  1.35
N  -0.8016  0.5680  1.5411  -0.73
N  -1.2353  -1.4686  0.3121  -0.70
C  -0.3230  0.4937  -0.8688  -0.58
H  -0.1168  1.3186  1.6306  0.27
H  -0.7355  0.0286  2.3990  0.26
H  -1.1696  -1.9889  1.1826  0.25
H  -2.2186  -1.2566  0.1741  0.26
H  -0.3495  -0.1137  -1.7701  0.40
H  -1.7232  2.0782  -0.6178  0.33
H  -0.0319  2.5125  -0.3786  0.32
H  -0.6381  2.2653  -2.0352  0.38
N  1.4628  -1.7820  -0.4198  -0.67
C  1.1851  -0.6180  0.3922  -0.35
N  1.5688  0.6086  -0.2188  -0.56
H  0.7851  -2.5277  -0.2750  0.28
H  1.4459  -1.5490  -1.4076  0.29
H  2.5577  0.5829  -0.4666  0.20
H  1.5045  -0.8145  1.4332  0.35

Forces on atoms 1 to 6 (eV/Å):
-0.1522 0.4451 0.1776
2.4036 -1.5359 1.2349
-0.1546 0.5371 -0.0400
-0.3730 0.2152 -0.1371
2.9698 1.0348 -0.4009
-0.0847 -0.1124 -0.0762

Multiplicity ... 1
Max |F| ... 0.0617 Eh/bohr
E_LUMO ... 0.57 eV
DFT total energy ... -378.527932 Eh
E_HOMO ... -0.2963 Ha



Q: The highest max |F| belongs to which entry?
A: C25H28BN8OS2W